2 unconnected molecules or ions with the total composition C11H23B3NO3, computed with the ωB97M-V functional and the def2-TZVPD basis.

Last column: Mulliken charge in e.
Cartesian coordinates (Å):
1 C -2.24330 -1.26520 5.62170  -0.210
2 C -1.89645 -1.96413 4.54740  -0.291
3 B -1.06885 -3.01729 3.59355  0.621
4 O -1.02498 -4.44959 3.85565  -0.441
5 B 0.37500 -4.88892 3.93372  0.525
6 O 1.50865 -4.12328 3.44790  -0.560
7 B 1.10194 -2.86571 2.85522  0.481
8 O -0.27969 -2.55666 2.43453  -0.300
9 H -2.65302 -0.87757 6.63593  0.346
10 H 0.55019 -5.96999 4.39155  -0.061
11 H 1.89153 -1.99136 2.72837  -0.111
12 C -2.14286 1.80824 0.57963  -1.373
13 C -1.67177 0.41589 0.18619  -0.460
14 C -0.17178 0.19595 0.37628  -0.470
15 C 0.80182 0.98869 -0.49873  -0.841
16 N 0.73792 0.72588 -2.01629  0.451
17 C -0.26323 1.65354 -2.71242  -0.470
18 C 0.51894 2.92128 -2.97219  -0.647
19 C 1.86577 2.40742 -3.43134  -0.559
20 C 2.10080 1.11616 -2.65959  -0.496
21 C 0.44893 -0.72449 -2.33872  -1.228
22 H -1.63252 2.59069 0.01221  0.267
23 H -3.21538 1.90450 0.39369  0.379
24 H -1.96953 1.99098 1.64346  0.396
25 H -1.97788 0.19872 -0.84056  0.196
26 H -2.20130 -0.30894 0.81417  0.479
27 H 0.04102 -0.87410 0.27697  0.229
28 H 0.07059 0.43348 1.41963  0.562
29 H 1.81025 0.70567 -0.18222  0.360
30 H 0.69881 2.06451 -0.34151  0.359
31 H -0.56145 1.17795 -3.65147  0.435
32 H -1.13812 1.80638 -2.08362  0.174
33 H 0.62546 3.51436 -2.05848  0.243
34 H 0.04221 3.55492 -3.72250  0.466
35 H 2.66329 3.13352 -3.26036  0.330
36 H 1.84390 2.19649 -4.50587  0.311
37 H 2.84977 1.23439 -1.87453  0.300
38 H 2.41703 0.31350 -3.32979  0.327
39 H -0.56019 -0.97441 -2.01050  0.339
40 H 1.19441 -1.34191 -1.83551  0.446
41 H 0.51408 -0.85957 -3.42159  0.500

The frontier orbital gap comes out at 10.114 eV. The value obtained for the LUMO energy is -0.0876 hartree. Its total charge is +1. Its total energy is -787.8618 Eh.